(1)
One molecule with the formula C4H10O3, computed with wB97M-V/def2-TZVPD.

Each line ends with the natural charge from an NBO analysis.
Positions of all 17 atoms, in Å:
C (-1.4358, 0.0257, 1.2149)  -0.261
O (-0.0189, -0.0938, 1.1988)  -0.484
C (0.7589, 1.1711, 0.9157)  -0.484
C (0.8834, -0.5380, -0.2193)  0.359
O (0.1931, -1.7552, -0.4251)  -0.750
C (0.7618, 0.1430, -1.5784)  -0.112
O (-0.5899, 0.3795, -1.9059)  -0.711
H (-1.8662, -0.9676, 1.3745)  0.186
H (-1.7925, 0.4481, 0.2704)  0.202
H (-1.6879, 0.6927, 2.0474)  0.200
H (0.0417, 1.8819, 0.4858)  0.148
H (1.0977, 1.5416, 1.8927)  0.158
H (1.8871, -0.7053, 0.1547)  0.210
H (0.2777, -2.2912, 0.3746)  0.481
H (1.2227, -0.5378, -2.3146)  0.172
H (1.2824, 1.0952, -1.5774)  0.214
H (-1.0152, -0.4897, -1.9088)  0.474

Calculated values
Relative energy (zero: lowest compared OMol25 entry of this formula, charge and spin), kcal per mole: 149.9
DFT total energy, eV: -10446.7430
Orbital gap, eV: 7.668
Spin multiplicity: 1
Maximum force, eV/Å: 0.5

=====

(2)
One molecule with the formula C7H12N2O3 at a distorted geometry, computed with wB97M-V/def2-TZVPD.

Each line ends with the natural charge from an NBO analysis.
Positions of all 24 atoms, in Å:
C (-0.5966, 0.4117, 3.0546)  -0.174
O (-0.4895, 0.4191, 1.6557)  -0.522
C (-1.6572, 0.6053, 1.0909)  0.831
O (-2.6458, 0.8279, 1.5769)  -0.557
C (-1.4702, 0.5076, -0.4989)  -0.503
C (-0.1862, 0.2604, -1.0520)  -0.150
N (0.8752, 1.3094, -0.5986)  -0.550
C (2.3561, 0.6904, -0.7417)  -0.191
C (2.3999, -0.3904, -1.7556)  -0.247
N (1.5298, -1.5067, -1.3228)  -0.626
C (0.1668, -1.1665, -1.0252)  0.661
O (-0.6355, -2.0728, -0.8364)  -0.604
H (-0.7548, 1.1221, 3.5158)  0.140
H (-1.3320, -0.6276, 3.1910)  0.161
H (0.2906, 0.0441, 3.1197)  0.186
H (-2.2207, -0.2312, -0.7959)  0.258
H (-1.6468, 1.3487, -0.5612)  0.192
H (-0.2421, 0.5932, -2.2969)  0.222
H (0.6995, 1.4031, 0.1930)  0.304
H (2.7018, 0.1576, 0.3221)  0.174
H (2.7815, 1.5470, -0.9977)  0.206
H (3.1836, -0.6506, -1.4457)  0.193
H (2.3245, 0.1638, -2.7157)  0.195
H (1.4714, -2.3943, -1.6803)  0.402

Calculated values
Relative energy (zero: lowest compared OMol25 entry of this formula, charge and spin), kcal per mole: 230.2
DFT total energy, eV: -16566.8753
Orbital gap, eV: 10.077
Spin multiplicity: 1
Maximum force, eV/Å: 17.9
SMILES: COC(=O)C[C@H]1NCCNC1=O

=====

(3)
A 2-piece molecular cluster, C2H8NS overall, computed with wB97M-V/def2-TZVPD.

Each line ends with the natural charge from an NBO analysis.
Positions of all 12 atoms, in Å:
N (-1.2609, 2.2144, -1.7186)  -1.088
H (-1.9162, 2.2613, -0.9418)  0.362
H (-1.7854, 1.7401, -2.4470)  0.344
H (-0.5645, 1.5216, -1.4240)  0.377
C (1.2623, -0.4253, 0.6752)  -0.616
C (0.2646, -1.5429, 0.9844)  -0.530
S (-1.4553, -1.1232, 0.6768)  -0.719
H (0.9971, 0.4616, 1.2564)  0.195
H (1.1450, -0.1422, -0.3759)  0.187
H (2.3047, -0.6867, 0.8843)  0.169
H (0.4480, -1.8496, 2.0247)  0.159
H (0.5606, -2.4291, 0.4055)  0.161

Calculated values
Charge: -1
Relative energy (zero: lowest compared OMol25 entry of this formula, charge and spin), kcal per mole: 2.9
DFT total energy, eV: -14529.9683
Orbital gap, eV: 6.583
Spin multiplicity: 1
Maximum force, eV/Å: 1.0

=====

(4)
C45H43IrN7O2PS7 as an isolated structure at a distorted geometry, computed with wB97M-V/def2-TZVPD.

Each line ends with the Mulliken spin population.
Positions of all 106 atoms, in Å:
Ir (13.3294, 17.1745, 19.5905)  0.848
N (12.1450, 16.2032, 21.0676)  0.064
C (12.5809, 16.4092, 22.4772)  -0.006
C (11.9302, 15.6107, 23.3870)  0.008
C (12.1536, 15.7822, 24.7341)  0.004
C (13.2483, 16.5677, 25.0863)  0.000
C (14.0388, 17.2072, 24.1574)  -0.005
C (13.6183, 17.2452, 22.8114)  -0.015
P (14.3091, 18.2069, 21.3542)  0.017
C (16.0297, 17.8467, 21.4421)  0.005
C (16.4478, 16.5592, 21.8266)  0.001
C (17.7045, 16.0913, 21.4998)  0.002
C (18.5950, 16.9131, 20.8277)  -0.002
C (18.2597, 18.2729, 20.6433)  0.002
C (16.9996, 18.7564, 20.9525)  0.003
C (14.1577, 20.0190, 21.0170)  0.014
C (13.1662, 20.9070, 21.7339)  0.022
C (13.6656, 22.3589, 21.7106)  0.008
C (13.9875, 22.7811, 20.4895)  0.004
C (13.8744, 21.7140, 19.3328)  0.002
C (14.6313, 20.5019, 19.8390)  0.029
H (11.1568, 16.4347, 20.9322)  -0.011
H (12.2443, 15.1874, 20.8630)  0.021
H (11.0956, 15.0108, 23.0530)  -0.002
H (11.4441, 15.3959, 25.4653)  0.000
H (13.5294, 16.6122, 26.1801)  0.000
H (14.9417, 17.6859, 24.4833)  0.000
H (15.7939, 15.8870, 22.3561)  0.000
H (17.9750, 15.0455, 21.7074)  0.000
H (19.5505, 16.5487, 20.4015)  0.000
H (18.9446, 18.9917, 20.2029)  0.000
H (16.8230, 19.8305, 20.8067)  0.000
H (12.8837, 20.5659, 22.7626)  -0.007
H (13.7285, 22.9450, 22.6692)  0.001
H (14.2791, 23.8120, 20.2512)  0.000
H (14.2340, 22.1451, 18.3922)  -0.006
H (15.3984, 20.0355, 19.2407)  0.005
C (12.2059, 24.2306, 9.0702)  0.000
O (12.5509, 24.7160, 10.4590)  0.031
C (12.2321, 23.8647, 11.4473)  0.074
C (12.0032, 22.4739, 11.2499)  -0.017
C (11.5817, 21.6792, 12.3134)  0.050
C (11.5969, 22.1771, 13.6300)  0.026
C (11.8507, 23.5448, 13.8115)  0.021
C (12.1253, 24.3774, 12.7580)  -0.004
C (11.3473, 21.2963, 14.7640)  0.101
N (11.0260, 20.0249, 14.7197)  0.001
C (11.0836, 19.5393, 16.0452)  0.346
C (11.4730, 20.5961, 16.9288)  0.127
N (11.4880, 21.7257, 16.1050)  -0.018
C (11.9074, 20.4093, 18.2547)  0.152
C (12.3135, 21.4037, 19.3060)  0.030
C (11.9226, 20.9462, 20.8150)  0.089
C (11.4194, 19.5476, 20.8930)  0.308
N (11.5109, 18.6894, 19.9499)  -0.083
C (11.7800, 19.0684, 18.6307)  0.227
C (11.5497, 17.9165, 17.7341)  0.095
N (11.7672, 16.7093, 18.1935)  0.013
C (11.3137, 15.6370, 17.5136)  0.139
C (10.6719, 15.7942, 16.2577)  -0.010
C (10.5435, 17.0567, 15.7216)  0.156
C (10.9882, 18.1660, 16.4460)  0.021
H (12.2595, 25.0676, 8.4164)  0.000
H (11.1876, 23.7827, 9.0999)  -0.001
H (12.9395, 23.4797, 8.7480)  0.001
H (12.0535, 22.0594, 10.2275)  -0.001
H (11.1358, 20.6940, 12.0951)  -0.001
H (11.6905, 23.9369, 14.8121)  0.000
H (12.3763, 25.3943, 12.9120)  -0.001
H (11.6404, 22.6633, 16.4076)  -0.002
H (11.7937, 22.3448, 19.1603)  -0.005
H (11.1924, 21.6452, 21.3191)  0.021
H (11.0355, 19.2396, 21.8994)  -0.012
H (11.3182, 14.6687, 18.0233)  0.012
H (10.3936, 14.9109, 15.7073)  0.005
H (10.1082, 17.2674, 14.7250)  0.006
C (7.5629, 17.2143, 19.3767)  -0.003
S (7.6590, 15.9011, 20.5857)  0.002
C (5.9648, 15.9018, 21.2258)  0.000
O (8.5627, 16.2971, 21.6820)  0.000
H (6.6414, 17.7283, 19.2785)  0.000
H (7.7742, 16.7142, 18.4230)  0.002
H (8.4071, 17.8509, 19.6357)  0.002
H (5.6372, 14.8364, 21.2533)  0.000
H (5.2195, 16.4397, 20.6099)  0.000
H (6.0075, 16.3671, 22.2177)  0.000
N (14.4359, 14.5353, 16.4122)  0.014
C (14.4614, 14.7931, 17.7175)  -0.009
N (14.0886, 13.8437, 18.6083)  0.012
S (14.9974, 16.3165, 18.2862)  0.082
H (13.9850, 13.6753, 16.0552)  0.000
H (14.5646, 15.3185, 15.7824)  0.004
H (14.0228, 12.8907, 18.2817)  0.001
H (14.2664, 13.9821, 19.6004)  -0.002
C (8.7739, 10.2619, 20.3296)  0.021
S (9.7947, 10.2945, 18.8508)  0.111
C (11.3495, 10.2811, 19.5790)  0.304
C (11.8259, 11.1537, 20.6799)  -0.083
S (11.1597, 12.5114, 21.3957)  0.545
S (13.2206, 10.4797, 21.4561)  -0.022
C (13.4861, 9.0520, 20.5485)  0.016
S (14.7573, 8.0014, 20.8404)  1.063
S (12.2504, 8.8659, 19.3110)  0.024
H (7.7667, 10.5794, 20.0711)  0.000
H (9.1759, 10.8814, 21.1269)  0.006
H (8.6771, 9.2134, 20.6097)  0.005

Calculated values
Charge: +3
Relative energy (zero: lowest compared OMol25 entry of this formula, charge and spin), kcal per mole: 100.8
DFT total energy, eV: -149833.1037
Orbital gap (alpha / beta), eV: 2.879 / 2.332
Spin multiplicity: 6
Maximum force, eV/Å: 2.8

=====

Among the records above, which one has the lowest maximum force?
C4H10O3